A structure of composition C25H37BrN6O3SSi2, computed with ωB97M-V/def2-TZVPD.

Atoms and positions in Å:
C (0.8978, -1.1739, 3.9249)
C (0.7542, 0.0247, 2.8513)
O (1.7362, 0.4825, 2.2100)
N (-0.6138, 0.5222, 2.6273)
C (-0.7709, 1.9694, 2.9743)
Si (-1.2086, 0.1247, 0.9956)
O (-2.9326, 0.4154, 0.9079)
Si (-3.7033, -0.4240, 2.2168)
S (-3.4161, -2.5795, 2.1619)
C (-5.6007, -0.0614, 2.2181)
C (-6.1440, -0.2116, 3.7219)
O (-7.0014, -1.0613, 3.9846)
Br (-5.5319, 0.9459, 5.2166)
H (1.8712, -0.9744, 4.4790)
H (0.8765, -2.1775, 3.3877)
H (-0.0152, -1.0736, 4.6141)
H (-1.6909, 2.0378, 3.6679)
H (0.0940, 2.4075, 3.5733)
H (-0.9971, 2.6437, 2.0856)
H (-0.4603, 0.7692, -0.0905)
H (-1.0577, -1.3416, 0.8536)
H (-3.1826, 0.1696, 3.4662)
H (-2.6593, -2.9277, 3.2855)
H (-5.8118, 0.9846, 1.8216)
H (-6.0958, -0.8883, 1.6103)
N (-3.1201, 2.3326, -1.8117)
C (-3.7134, 3.3987, -2.4325)
C (-3.4071, 3.3343, -3.7700)
C (-2.6039, 2.1836, -3.9641)
C (-2.4458, 1.5840, -2.7391)
H (-3.1718, 2.1296, -0.8256)
H (-4.2994, 4.1100, -1.8705)
H (-3.7266, 4.0367, -4.5250)
H (-2.1880, 1.8326, -4.8967)
H (-1.9120, 0.6924, -2.4479)
N (2.5879, 1.5979, -1.3906)
C (1.9950, 2.6642, -2.0124)
C (2.3021, 2.5999, -3.3493)
C (3.1054, 1.4488, -3.5426)
C (3.2625, 0.8490, -2.3171)
H (2.5349, 1.3952, -0.4042)
H (1.4086, 3.3755, -1.4511)
H (1.9829, 3.3026, -4.1045)
H (3.5218, 1.0976, -4.4749)
H (3.7957, -0.0430, -2.0249)
N (4.0929, -4.4040, 1.6608)
C (3.2708, -4.4798, 0.5683)
C (2.6869, -3.2494, 0.3913)
C (3.1790, -2.3972, 1.4116)
C (4.0466, -3.1360, 2.1779)
H (4.6455, -5.1614, 2.0267)
H (3.1716, -5.4004, 0.0138)
H (1.9842, -2.9906, -0.3871)
H (2.9267, -1.3581, 1.5671)
H (4.6325, -2.8704, 3.0448)
N (6.3907, -7.0366, 3.1440)
C (6.5699, -8.3856, 3.2986)
C (6.2549, -8.7086, 4.5953)
C (5.8654, -7.5117, 5.2467)
C (5.9560, -6.4971, 4.3268)
H (6.5526, -6.5222, 2.2940)
H (6.9066, -8.9966, 2.4754)
H (6.2986, -9.6971, 5.0273)
H (5.5528, -7.4050, 6.2746)
H (5.7508, -5.4405, 4.4108)
N (-4.6707, 6.1717, -6.2481)
C (-3.5198, 6.7184, -5.7463)
C (-2.9959, 7.5534, -6.7021)
C (-3.8660, 7.5135, -7.8201)
C (-4.8918, 6.6550, -7.5101)
H (-5.2628, 5.5169, -5.7642)
H (-3.1734, 6.4655, -4.7558)
H (-2.0880, 8.1300, -6.6070)
H (-3.7543, 8.0536, -8.7484)
H (-5.7566, 6.3462, -8.0771)

Its multiplicity is 1. The value obtained for the HOMO energy is -8.04 eV. For the energy, the calculation gives -138241.9185 eV.

Computed Mulliken charges, given in elementary charges: number 1, C, carries -0.862; number 2, C, carries 0.234; number 3, O, carries -0.557; number 4, N, carries 0.444; number 5, C, carries -0.900; number 6, Si, carries 0.412; number 7, O, carries -0.046; number 8, Si, carries 0.442; number 9, S, carries -0.341; number 10, C, carries -0.483; number 11, C, carries 0.358; number 12, O, carries -0.463; number 13, Br, carries -0.154; number 14, H, carries 0.296; number 15, H, carries 0.240; number 16, H, carries 0.307; number 17, H, carries 0.245; number 18, H, carries 0.318; number 19, H, carries 0.295; number 20, H, carries -0.251; number 21, H, carries -0.120; number 22, H, carries -0.227; number 23, H, carries 0.164; number 24, H, carries 0.353; number 25, H, carries 0.281; number 26, N, carries 0.187; number 27, C, carries -0.806; number 28, C, carries 0.248; number 29, C, carries -1.043; number 30, C, carries -0.243; number 31, H, carries 0.153; number 32, H, carries 0.379; number 33, H, carries 0.317; number 34, H, carries 0.389; number 35, H, carries 0.423; number 36, N, carries 0.044; number 37, C, carries -0.404; number 38, C, carries -0.538; number 39, C, carries -0.471; number 40, C, carries -0.457; number 41, H, carries 0.231; number 42, H, carries 0.391; number 43, H, carries 0.414; number 44, H, carries 0.395; number 45, H, carries 0.410; number 46, N, carries 0.171; number 47, C, carries -0.479; number 48, C, carries -0.713; number 49, C, carries -0.463; number 50, C, carries -0.581; number 51, H, carries 0.207; number 52, H, carries 0.374; number 53, H, carries 0.424; number 54, H, carries 0.692; number 55, H, carries 0.368; number 56, N, carries -0.028; number 57, C, carries -0.481; number 58, C, carries -0.406; number 59, C, carries -0.473; number 60, C, carries -0.339; number 61, H, carries 0.229; number 62, H, carries 0.371; number 63, H, carries 0.383; number 64, H, carries 0.392; number 65, H, carries 0.351; number 66, N, carries 0.008; number 67, C, carries -0.399; number 68, C, carries -0.452; number 69, C, carries -0.393; number 70, C, carries -0.497; number 71, H, carries 0.222; number 72, H, carries 0.361; number 73, H, carries 0.395; number 74, H, carries 0.382; number 75, H, carries 0.370

---

A structure of composition C25H37CrIN7S2Si2Te, computed with ωB97M-V/def2-TZVPD.

Atoms and positions in Å:
Cr (-0.4017, 0.1439, -0.0980)
S (3.0943, 0.0189, 6.4418)
N (1.6381, 0.5658, 6.0470)
C (1.5336, 0.4875, 4.7334)
C (0.3858, 0.8788, 3.9548)
C (-0.7658, 1.4585, 4.4944)
C (-1.7884, 1.7933, 3.6373)
C (-1.6494, 1.5453, 2.2759)
N (-0.5729, 0.9813, 1.7364)
C (0.4421, 0.6514, 2.5753)
C (1.6064, 0.0523, 1.9575)
N (1.5132, -0.1935, 0.6265)
C (2.5905, -0.6616, -0.0035)
C (3.7912, -0.9203, 0.6408)
C (3.8796, -0.7310, 2.0050)
C (2.7620, -0.2453, 2.6892)
C (2.7046, -0.0435, 4.1152)
N (3.6524, -0.3458, 4.9819)
H (-0.8254, 1.6310, 5.5609)
H (-2.6950, 2.2546, 4.0026)
H (-2.4470, 1.8187, 1.5988)
H (2.4891, -0.8359, -1.0667)
H (4.6367, -1.2780, 0.0709)
H (4.7866, -0.9442, 2.5557)
C (-1.6215, 5.2168, -1.2406)
Si (-0.3359, 5.3035, 0.1372)
C (-1.1973, 5.3588, 1.8085)
C (0.8032, 6.7814, -0.0384)
C (0.7797, 3.7195, 0.0102)
Te (0.2181, 2.2916, -1.4924)
C (2.2026, 2.0691, -2.2448)
Si (2.2279, 2.9765, -3.9534)
C (0.7395, 2.3278, -4.9367)
C (2.0369, 4.8143, -3.6042)
C (3.8524, 2.5418, -4.8023)
H (-2.2957, 6.0742, -1.1949)
H (-2.2354, 4.3148, -1.1660)
H (-1.1555, 5.2222, -2.2283)
H (-1.9338, 6.1655, 1.8143)
H (-0.4895, 5.5620, 2.6152)
H (-1.7219, 4.4385, 2.0458)
H (0.2372, 7.7064, 0.0918)
H (1.2865, 6.8275, -1.0160)
H (1.5848, 6.7711, 0.7239)
H (0.8924, 3.2021, 0.9630)
H (1.7721, 4.0449, -0.3063)
H (2.4256, 1.0144, -2.3775)
H (2.8902, 2.4997, -1.5180)
H (-0.0655, 3.0645, -4.9574)
H (0.3411, 1.4074, -4.5066)
H (1.0051, 2.1194, -5.9751)
H (1.1813, 5.0056, -2.9513)
H (1.8801, 5.3695, -4.5306)
H (2.9294, 5.2238, -3.1268)
H (4.2049, 1.5375, -4.5594)
H (4.6406, 3.2414, -4.5180)
H (3.7427, 2.6046, -5.8869)
C (3.2060, -1.6715, -4.7432)
C (1.7801, -1.1060, -4.8194)
C (0.9910, -1.4493, -3.6043)
N (0.5601, -0.6178, -2.7254)
N (-0.0979, -1.1970, -1.6630)
C (-0.1526, -2.5146, -1.7669)
N (-0.6914, -3.3502, -0.8715)
S (0.6266, -3.1123, -3.1954)
H (3.7710, -1.3486, -5.6159)
H (3.2019, -2.7615, -4.7352)
H (3.7222, -1.3205, -3.8478)
H (1.2816, -1.5122, -5.7018)
H (1.8051, -0.0221, -4.9166)
H (-1.3083, -3.0019, -0.1567)
H (-0.7331, -4.3334, -1.0784)
I (-3.0832, -0.9652, 0.3715)
C (-2.2538, 0.6299, -0.8465)
H (-2.4732, 0.3759, -1.8810)
H (-2.8183, 1.5246, -0.5862)

As for the net charge: +2. Its multiplicity is 2. Its expectation value of S² is 0.787. The value obtained for the HOMO energy (spin up / spin down) is -14.14 / -14.03 eV. For the energy, the calculation gives -118186.1243 eV.

Computed Mulliken charges, given in elementary charges: number 1, Cr, carries -0.457; number 2, S, carries 0.230; number 3, N, carries -0.639; number 4, C, carries 0.959; number 5, C, carries 0.035; number 6, C, carries -0.701; number 7, C, carries -0.816; number 8, C, carries -0.703; number 9, N, carries 0.505; number 10, C, carries -0.503; number 11, C, carries 0.253; number 12, N, carries 0.886; number 13, C, carries -0.158; number 14, C, carries -1.304; number 15, C, carries -0.630; number 16, C, carries 0.305; number 17, C, carries 0.694; number 18, N, carries -0.642; number 19, H, carries 0.594; number 20, H, carries 0.520; number 21, H, carries 0.513; number 22, H, carries 0.326; number 23, H, carries 0.526; number 24, H, carries 0.576; number 25, C, carries -1.001; number 26, Si, carries 0.244; number 27, C, carries -0.920; number 28, C, carries -1.072; number 29, C, carries -0.918; number 30, Te, carries 0.330; number 31, C, carries -0.396; number 32, Si, carries 0.585; number 33, C, carries -1.182; number 34, C, carries -0.897; number 35, C, carries -1.182; number 36, H, carries 0.433; number 37, H, carries 0.292; number 38, H, carries 0.292; number 39, H, carries 0.377; number 40, H, carries 0.312; number 41, H, carries 0.165; number 42, H, carries 0.353; number 43, H, carries 0.324; number 44, H, carries 0.354; number 45, H, carries 0.522; number 46, H, carries 0.625; number 47, H, carries -0.302; number 48, H, carries 0.894; number 49, H, carries 0.357; number 50, H, carries 0.320; number 51, H, carries 0.431; number 52, H, carries -0.049; number 53, H, carries 0.462; number 54, H, carries 0.349; number 55, H, carries 0.310; number 56, H, carries 0.362; number 57, H, carries 0.372; number 58, C, carries -1.389; number 59, C, carries 0.409; number 60, C, carries -0.031; number 61, N, carries -0.264; number 62, N, carries 0.501; number 63, C, carries 0.320; number 64, N, carries -0.330; number 65, S, carries -0.176; number 66, H, carries 0.432; number 67, H, carries 0.459; number 68, H, carries 0.289; number 69, H, carries 0.494; number 70, H, carries -0.636; number 71, H, carries -0.048; number 72, H, carries 0.244; number 73, I, carries 0.073; number 74, C, carries -1.083; number 75, H, carries 0.632; number 76, H, carries 0.587

---

A cluster of 2 separate species, C25H37F2Si in total, computed with ωB97M-V/def2-TZVPD.

Atoms and positions in Å:
C (-2.4511, 1.4044, -4.7274)
C (-1.4632, 0.4008, -4.1346)
C (-1.4315, 0.4594, -2.6028)
C (-0.4464, -0.5655, -2.0159)
Si (-0.3608, -0.5317, -0.1386)
C (-2.0797, -0.9574, 0.5060)
C (-2.1382, -1.0048, 2.0422)
C (-3.5454, -1.3363, 2.5536)
C (-3.6037, -1.3698, 4.0807)
C (0.8297, -1.8753, 0.4051)
C (0.4826, -3.3429, -0.0170)
C (1.5041, -3.9874, -0.9699)
C (1.1003, -5.3882, -1.4290)
H (0.0784, 0.9369, 0.3949)
H (-2.4424, 1.3432, -5.8168)
H (-3.4681, 1.1968, -4.3859)
H (-2.1937, 2.4289, -4.4454)
H (-1.7363, -0.6216, -4.4459)
H (-0.4518, 0.5923, -4.5317)
H (-1.1507, 1.4737, -2.2773)
H (-2.4462, 0.2693, -2.2171)
H (-0.7085, -1.5656, -2.4035)
H (0.5641, -0.3717, -2.4073)
H (-2.7894, -0.2041, 0.1294)
H (-2.4500, -1.9186, 0.1094)
H (-1.4347, -1.7633, 2.4245)
H (-1.8145, -0.0371, 2.4572)
H (-4.2627, -0.5931, 2.1687)
H (-3.8497, -2.3148, 2.1469)
H (-4.6145, -1.6108, 4.4136)
H (-2.9264, -2.1284, 4.4801)
H (-3.3304, -0.4017, 4.5084)
H (1.8336, -1.6218, 0.0307)
H (0.9021, -1.8387, 1.5023)
H (0.3972, -3.9894, 0.8736)
H (-0.5073, -3.3866, -0.5003)
H (1.6183, -3.3367, -1.8494)
H (2.4906, -4.0315, -0.4808)
H (1.8752, -5.8060, -2.0738)
H (0.9670, -6.0620, -0.5792)
H (0.1702, -5.3693, -2.0032)
F (4.1509, -0.0419, 3.4289)
C (3.0586, 0.8095, 3.4248)
C (2.3579, 0.9891, 4.6113)
C (1.2458, 1.8415, 4.5759)
C (0.8467, 2.4325, 3.3902)
C (1.5162, 2.1676, 2.1601)
C (0.8767, 2.6311, 0.9510)
C (1.5026, 3.0136, -0.2910)
C (0.7752, 3.9180, -1.1212)
C (1.1555, 4.1601, -2.4334)
C (2.2843, 3.5396, -2.9719)
C (3.0407, 2.7396, -2.1277)
F (4.1407, 2.0815, -2.6490)
C (2.7310, 2.5117, -0.7969)
C (2.6969, 1.3795, 2.2172)
H (2.6696, 0.4789, 5.5173)
H (0.6713, 2.0033, 5.4968)
H (-0.0287, 3.0850, 3.3813)
H (-0.0661, 3.1457, 1.1333)
H (-0.1203, 4.3948, -0.7242)
H (0.5457, 4.8138, -3.0709)
H (2.5782, 3.6695, -4.0137)
H (3.3892, 1.9055, -0.1837)
H (3.2651, 1.1569, 1.3204)

As for the net charge: +1. Its multiplicity is 1. The value obtained for the HOMO energy is -12.46 eV. For the energy, the calculation gives -39830.5431 eV. The energy above the lowest of the compared OMol25 structures with the same formula, charge and spin is 0.000 eV.

Computed Mulliken charges, given in elementary charges: number 1, C, carries -1.312; number 2, C, carries -0.409; number 3, C, carries -0.495; number 4, C, carries -0.625; number 5, Si, carries -0.787; number 6, C, carries -0.690; number 7, C, carries -0.676; number 8, C, carries -0.421; number 9, C, carries -1.315; number 10, C, carries -0.526; number 11, C, carries -0.671; number 12, C, carries -0.406; number 13, C, carries -1.352; number 14, H, carries 0.080; number 15, H, carries 0.401; number 16, H, carries 0.328; number 17, H, carries 0.279; number 18, H, carries 0.327; number 19, H, carries 0.331; number 20, H, carries 0.124; number 21, H, carries 0.292; number 22, H, carries 0.549; number 23, H, carries 0.463; number 24, H, carries 0.495; number 25, H, carries 0.538; number 26, H, carries 0.282; number 27, H, carries 0.222; number 28, H, carries 0.326; number 29, H, carries 0.341; number 30, H, carries 0.394; number 31, H, carries 0.326; number 32, H, carries 0.310; number 33, H, carries 0.544; number 34, H, carries 0.412; number 35, H, carries 0.430; number 36, H, carries 0.231; number 37, H, carries 0.264; number 38, H, carries 0.363; number 39, H, carries 0.385; number 40, H, carries 0.326; number 41, H, carries 0.327; number 42, F, carries -0.310; number 43, C, carries 0.176; number 44, C, carries -0.554; number 45, C, carries -0.563; number 46, C, carries -0.631; number 47, C, carries 1.205; number 48, C, carries -0.626; number 49, C, carries 1.311; number 50, C, carries -0.760; number 51, C, carries -0.545; number 52, C, carries -0.536; number 53, C, carries 0.212; number 54, F, carries -0.308; number 55, C, carries -0.512; number 56, C, carries -0.395; number 57, H, carries 0.493; number 58, H, carries 0.401; number 59, H, carries 0.420; number 60, H, carries 0.349; number 61, H, carries 0.429; number 62, H, carries 0.416; number 63, H, carries 0.485; number 64, H, carries 0.424; number 65, H, carries 0.412